Entry 1:
Computed, not measured: 12 unconnected molecules or ions with the total composition C48H103N15O13P, with ωB97M-V/def2-TZVPD.

Last column: Löwdin charge in e.
Element x y z (Å)
C -5.26600 -0.77550 -4.19542  0.0095
C -3.94927 -0.07331 -4.00239  -0.4844
O -3.59801 0.78890 -4.76592  0.1060
N -3.19652 -0.47121 -2.85493  -0.1191
C -3.50717 0.49060 -1.78330  -0.0439
C -1.74517 -0.50234 -3.10410  -0.1664
C -1.11208 -1.88050 -2.88684  -0.1462
C -0.18676 -1.98594 -1.66510  -0.1776
C -0.75151 -1.38076 -0.39549  -0.0949
C -1.77926 -2.25990 0.30057  -0.1301
C -1.87002 -3.57109 -0.01279  -0.0260
C -2.79223 -4.39484 0.53965  -0.2981
P -2.85503 -6.16514 0.01527  0.8473
N -4.10977 -6.89974 0.88738  -0.1558
O -3.44622 -6.10324 -1.49825  -0.2638
C -3.64262 -3.87897 1.47892  -0.0401
C -3.53641 -2.58014 1.77843  -0.0079
N -2.62722 -1.79871 1.21254  -0.0156
N -2.64004 -0.43633 1.56040  0.1506
C -1.67606 -0.06943 2.31047  -0.3267
C -1.23043 1.33034 2.11247  0.0049
C -0.98340 -0.92976 3.33347  0.0146
H -5.24449 -1.39158 -5.08033  0.0870
H -5.48059 -1.38880 -3.33167  0.0699
H -6.02512 -0.01247 -4.26079  0.0853
H -3.18872 1.48521 -2.09764  0.0654
H -3.06406 0.22327 -0.83923  0.0458
H -4.57759 0.50954 -1.61567  0.0965
H -1.27963 0.26554 -2.49745  0.1150
H -1.54895 -0.23091 -4.12901  0.1159
H -0.47773 -2.05261 -3.74703  0.1092
H -1.82737 -2.69078 -2.89369  0.1019
H 0.69611 -1.41297 -1.91555  0.1042
H 0.17276 -2.99320 -1.53081  0.1046
H 0.08110 -1.24618 0.29591  0.1165
H -1.17981 -0.39957 -0.52680  0.0869
H -1.22308 -4.01108 -0.74577  0.1110
H -4.99468 -6.41038 0.76579  0.0497
H -3.90534 -6.94496 1.87824  0.0282
H -3.66883 -5.20649 -1.76886  0.0646
H -4.39054 -4.49079 1.93414  0.1049
H -4.20738 -2.13654 2.48289  0.1478
H -1.93385 1.99041 2.60544  0.0902
H -1.33613 1.50447 1.05333  0.0835
H -0.21683 1.46740 2.43967  0.0800
H -0.14127 -0.36255 3.69034  0.0755
H -1.66166 -1.05912 4.16881  0.0869
H -0.61220 -1.88086 2.97706  0.0846
C -5.41944 -10.48066 4.71138  -0.3634
O -6.40984 -10.24855 4.04525  0.0099
N -4.15674 -10.38658 4.26110  -0.1943
C -3.00417 -10.66444 5.09703  -0.0548
C -3.93775 -9.98845 2.88276  -0.0407
H -5.48071 -10.79001 5.76937  0.1320
H -2.38060 -9.77092 5.15510  0.0621
H -2.42225 -11.48122 4.66494  0.0909
H -3.32116 -10.94796 6.09854  0.0835
H -4.37552 -9.00613 2.71078  0.0629
H -4.42334 -10.69848 2.21321  0.0973
H -2.87263 -9.95581 2.66976  0.0889
C -1.92389 4.41755 -2.19371  -0.3427
O -2.69708 3.55688 -1.77802  -0.0363
N -1.74708 4.67522 -3.49110  -0.1781
C -0.82904 5.68905 -4.00628  -0.0394
C -2.51658 3.89555 -4.44919  -0.0302
H -1.31045 5.04382 -1.52379  0.1305
H -1.39433 6.42159 -4.58654  0.0936
H -0.09134 5.21718 -4.65182  0.0593
H -0.31918 6.19566 -3.19026  0.0725
H -3.58288 4.03669 -4.27164  0.0966
H -2.29272 2.83452 -4.33574  0.0699
H -2.26890 4.21263 -5.45778  0.0933
C 2.36444 6.06463 -6.50855  -0.3403
O 1.37907 5.42540 -6.15988  -0.0163
N 3.47611 6.24993 -5.78829  -0.1825
C 4.60306 7.01997 -6.29636  -0.0554
C 3.56582 5.66972 -4.45821  -0.0345
H 2.41158 6.55612 -7.49381  0.1333
H 5.49314 6.39999 -6.33401  0.0611
H 4.79119 7.86969 -5.63763  0.0917
H 4.38883 7.38896 -7.29624  0.0874
H 3.45737 4.58647 -4.52148  0.0997
H 2.76937 6.04959 -3.83783  0.0419
H 4.52931 5.91721 -4.01706  0.0896
C -1.60514 1.85970 5.82873  -0.3592
O -1.62034 2.68893 4.93490  0.0059
N -0.82216 1.92081 6.91360  -0.1948
C -0.85032 0.90280 7.94755  -0.0528
C 0.08505 3.05075 7.05489  -0.0316
H -2.25725 0.96816 5.81442  0.1286
H -1.12778 1.35008 8.90287  0.0930
H 0.13475 0.44328 8.04453  0.0906
H -1.57599 0.13259 7.69598  0.0806
H -0.48121 3.98195 7.06528  0.0963
H 0.77489 3.08038 6.21105  0.0917
H 0.64633 2.95621 7.97963  0.0880
C 2.75985 0.73920 1.59356  -0.3597
O 2.17363 -0.32922 1.70467  -0.0193
N 3.06413 1.33683 0.44052  -0.1789
C 3.74184 2.62118 0.37526  -0.0432
C 2.68448 0.65863 -0.78990  -0.0243
H 3.07601 1.31995 2.47684  0.1359
H 3.11144 3.34615 -0.14093  0.0641
H 4.68433 2.51427 -0.16501  0.0988
H 3.94855 2.98623 1.37867  0.0851
H 1.60367 0.50948 -0.79692  0.0743
H 3.16368 -0.32095 -0.82104  0.0983
H 2.98334 1.24164 -1.65543  0.0963
C 2.35516 6.47102 -1.48705  -0.3536
O 2.23946 5.31165 -1.87016  -0.0207
N 2.37313 6.86425 -0.21585  -0.1782
C 2.51494 8.26710 0.16073  -0.0514
C 2.24472 5.85945 0.81764  -0.0363
H 2.45587 7.31200 -2.19552  0.1381
H 3.41201 8.38930 0.77110  0.0979
H 1.64632 8.58149 0.73440  0.0886
H 2.59947 8.88890 -0.71686  0.0582
H 3.05886 5.13370 0.73443  0.0619
H 1.30331 5.32965 0.69788  0.0937
H 2.27194 6.32830 1.79487  0.0912
C -2.45634 -10.88631 -3.76266  -0.3622
O -2.03192 -11.55344 -4.68441  0.0148
N -1.78065 -9.88714 -3.16577  -0.1982
C -2.33678 -9.12165 -2.06720  -0.0725
C -0.44550 -9.56742 -3.64289  -0.0386
H -3.45849 -11.05094 -3.32908  0.1317
H -2.38966 -8.07070 -2.34304  0.0575
H -1.69762 -9.22739 -1.18676  0.0843
H -3.33655 -9.47647 -1.82468  0.0850
H -0.48392 -9.28845 -4.69612  0.0927
H 0.20221 -10.43925 -3.54678  0.0923
H -0.03731 -8.74372 -3.06206  0.0809
C 1.50818 11.76190 -1.10658  -0.3310
O 1.89905 10.90451 -0.32922  -0.0136
N 0.35492 12.43013 -0.98637  -0.1946
C -0.05692 13.44007 -1.94451  -0.0508
C -0.51057 12.13049 0.14398  -0.0341
H 2.09258 12.05913 -1.99258  0.1377
H -0.18196 14.40013 -1.44177  0.0918
H -1.00482 13.15366 -2.40251  0.0914
H 0.69335 13.54582 -2.72415  0.0838
H 0.01957 12.31921 1.07736  0.0938
H -0.79896 11.07950 0.12232  0.0922
H -1.39991 12.75211 0.09869  0.0871
C -2.60343 -6.81467 6.27111  -0.3596
O -1.88732 -7.39837 5.47469  -0.0133
N -2.38638 -6.75821 7.59158  -0.1960
C -3.27715 -6.05060 8.49290  -0.0521
C -1.21645 -7.43309 8.13523  -0.0312
H -3.51435 -6.27565 5.95776  0.1317
H -2.73081 -5.26124 9.01212  0.0898
H -3.68624 -6.74170 9.23087  0.0934
H -4.09803 -5.60467 7.93620  0.0824
H -0.31086 -7.02555 7.68623  0.0928
H -1.26110 -8.49708 7.90470  0.0921
H -1.18239 -7.29597 9.21199  0.0884
C 1.72311 -6.62811 0.22489  -0.3513
O 0.86399 -6.26367 -0.55773  -0.0159
N 1.69377 -6.40837 1.54972  -0.1919
C 2.74756 -6.87098 2.43399  -0.0501
C 0.56718 -5.68439 2.11045  -0.0434
H 2.61548 -7.18562 -0.10301  0.1359
H 2.33509 -7.55331 3.17907  0.0915
H 3.20459 -6.02169 2.94505  0.0903
H 3.51266 -7.39218 1.86423  0.0847
H -0.36015 -6.21666 1.89366  0.0650
H 0.50520 -4.69006 1.66082  0.0799
H 0.68961 -5.59075 3.18612  0.0867
C 8.75467 7.24936 -6.56547  -0.3387
O 7.55556 7.28350 -6.77413  0.0019
N 9.33500 6.56314 -5.56766  -0.1966
C 10.77185 6.55789 -5.36586  -0.0537
C 8.48826 5.80311 -4.66474  -0.0412
H 9.47624 7.79336 -7.19658  0.1357
H 11.15480 5.53851 -5.43809  0.0904
H 11.01125 6.95717 -4.37870  0.0900
H 11.25822 7.17062 -6.12059  0.0839
H 7.92211 5.05765 -5.22488  0.0925
H 7.77917 6.46948 -4.17126  0.0900
H 9.10171 5.30741 -3.91755  0.0851

Summary:
**Molar mass**: 1129.42 g/mol
**LUMO level**: -3.02 eV
**HOMO-LUMO gap**: 7.00 eV
**Total charge**: +1



Entry 2:
Computed, not measured: a molecular structure, C41H36AsN3NiO2, with ωB97M-V/def2-TZVPD.

Last column: Löwdin charge in e.
Element x y z (Å)
Ni 0.46979 0.21406 0.13455  0.3214
C 1.94426 0.77950 -2.11220  -0.0253
C 3.00439 -0.23229 -1.79167  -0.2037
C 4.33267 0.08776 -2.01043  -0.0497
C 5.33189 -0.82055 -1.70978  -0.0751
C 4.98813 -2.04044 -1.16657  -0.0582
C 3.66705 -2.40209 -0.92437  -0.1811
C 3.45948 -3.74642 -0.30573  -0.0335
C 2.64187 -1.49028 -1.24685  -0.1513
N 1.26799 -1.59006 -0.99100  0.1393
C 0.47923 -2.57096 -0.75226  -0.3174
O 0.80400 -3.86658 -0.68638  0.0028
C -0.96484 -2.23970 -0.45287  -0.2830
C -2.03207 -2.97758 -1.30349  -0.1282
C -3.18990 -2.10035 -1.64922  -0.0028
C -3.28982 -0.84387 -1.20278  0.0224
C -2.21166 -0.24837 -0.45330  -0.1337
N -1.11076 -0.86929 -0.18432  0.0971
C -2.27966 1.16592 0.03732  -0.4876
O -3.35633 1.70999 0.27231  0.0245
N -1.04707 1.65832 0.20509  0.0659
C -0.80522 2.98169 0.52288  -0.1919
C -1.38511 4.04006 -0.20296  -0.2005
C -2.26724 3.75355 -1.37271  -0.0468
C -1.11181 5.34257 0.18526  -0.0600
C -0.25102 5.60998 1.23481  -0.1008
C 0.37160 4.56715 1.90631  -0.0661
C 0.11285 3.25631 1.55497  -0.2076
C 0.77594 2.10312 2.24986  -0.0282
H 2.37588 1.73089 -2.41450  0.0859
H 1.29436 0.97501 -1.21379  0.0395
H 1.29440 0.41986 -2.90993  0.0954
H 4.58333 1.06153 -2.40695  0.1095
H 6.36872 -0.57806 -1.89423  0.1037
H 5.77290 -2.73717 -0.90441  0.1064
H 4.41976 -4.21494 -0.09208  0.0858
H 2.89238 -4.39195 -0.97459  0.0894
H 2.90932 -3.65251 0.63324  0.0418
H -1.64199 -3.48071 -2.19383  0.1595
H -3.95204 -2.54244 -2.27532  0.1173
H -4.13525 -0.20973 -1.42007  0.1198
H -1.83190 2.96638 -1.99037  0.0822
H -2.42600 4.64464 -1.97387  0.0746
H -3.23133 3.38383 -1.01907  0.0706
H -1.58247 6.15805 -0.34959  0.1049
H -0.04698 6.63231 1.51792  0.0928
H 1.05443 4.78029 2.71741  0.1029
H 1.67813 2.41892 2.76689  0.0835
H 1.05875 1.29968 1.50956  0.0393
H 0.09490 1.65335 2.97359  0.0765
C 4.13346 -4.53797 4.73836  -0.0848
C 4.47287 -3.42560 3.98501  -0.0809
C 3.50826 -2.80686 3.20979  -0.1426
C 2.19595 -3.26940 3.19388  -0.3962
C 1.86901 -4.39044 3.94580  -0.1007
C 2.83654 -5.02551 4.70755  -0.0816
As 0.86418 -2.23549 2.17295  1.4323
C 0.03384 -1.33675 3.69833  -0.3650
C 0.92524 -0.66286 4.53089  -0.1312
C 0.47144 0.19948 5.50998  -0.0870
C -0.89022 0.41633 5.65822  -0.0857
C -1.78472 -0.23810 4.82933  -0.0766
C -1.32412 -1.10707 3.85535  -0.0987
C -0.30824 -3.63808 1.49330  -0.2085
C 0.33580 -4.59012 0.53485  -0.2735
C -0.62363 -5.65417 0.09489  -0.0051
C -1.86438 -5.33206 -0.24068  -0.0278
C -2.34778 -3.93512 -0.11194  -0.1698
C -1.47317 -3.06496 0.82084  -0.1902
H 4.87800 -5.02595 5.35185  0.1028
H 5.48163 -3.03678 4.00177  0.1047
H 3.77190 -1.95402 2.59214  0.1022
H 0.85267 -4.76659 3.92988  0.1033
H 2.57180 -5.90072 5.28656  0.1039
H 1.99178 -0.81988 4.40356  0.0944
H 1.17493 0.71998 6.14578  0.1065
H -1.25365 1.09534 6.41463  0.1034
H -2.84671 -0.06379 4.92459  0.1072
H -2.03335 -1.61399 3.21886  0.0836
H 1.25156 -5.03515 0.94021  0.1340
H -0.26185 -6.66953 0.04095  0.1120
H -2.57005 -6.07110 -0.59034  0.1136
H -3.40710 -3.92049 0.15627  0.1502
H -2.08869 -2.41387 1.44375  0.1296

Summary:
**Molar mass**: 736.37 g/mol
**LUMO level (spin up / spin down)**: -0.18 / -1.36 eV
**HOMO-LUMO gap (spin up / spin down)**: 6.90 / 5.68 eV
**<S²>**: 2.015
**Spin multiplicity**: 3



Entry 3:
Computed, not measured: a molecular structure, C32H31AsHfN3O4S4, with ωB97M-V/def2-TZVPD.

Last column: Löwdin charge in e.
Element x y z (Å)
Hf -0.23629 -1.24618 0.66534  0.8027
S -2.42546 -1.99985 1.54825  0.5791
C -3.79867 -1.27491 0.68395  -0.6505
C -4.99762 -1.98612 0.68154  -0.1071
C -6.12474 -1.46364 0.06786  -0.0652
C -6.08452 -0.21731 -0.54227  -0.0718
C -4.90308 0.50683 -0.53693  -0.0903
C -3.77027 -0.01888 0.07289  -0.4237
As -2.08680 0.89674 0.06275  1.2619
C -1.81300 1.22947 1.96955  -0.4563
C -2.82392 1.06699 2.91455  -0.1070
C -2.53957 1.21136 4.26015  -0.0459
C -1.24572 1.50730 4.68312  -0.0564
C -0.24109 1.69436 3.75134  -0.0718
C -0.52638 1.56146 2.39221  -0.1683
C -2.41259 2.65363 -0.65162  -0.3961
C -2.65658 3.73917 0.18194  -0.0878
C -2.90543 4.98600 -0.37539  -0.0647
C -2.91429 5.14715 -1.75328  -0.0679
C -2.67216 4.06227 -2.58447  -0.0738
C -2.41581 2.81497 -2.03520  -0.1244
H -5.03557 -2.95521 1.16169  0.1052
H -7.04292 -2.03603 0.06844  0.1117
H -6.96742 0.18933 -1.01620  0.1089
H -4.86260 1.48462 -1.00189  0.1011
H -3.82617 0.80666 2.59774  0.1124
H -3.32825 1.08379 4.98976  0.1163
H -1.03111 1.60485 5.73874  0.1134
H 0.75686 1.96554 4.07304  0.1101
H 0.23707 1.79394 1.66021  0.0772
H -2.65604 3.61884 1.25757  0.1015
H -3.09610 5.83241 0.27093  0.1115
H -3.11113 6.12108 -2.18115  0.1110
H -2.68208 4.18706 -3.65906  0.1097
H -2.22850 1.96876 -2.68703  0.1017
S 0.82238 -2.95600 1.96096  0.5706
C 0.20119 -4.25480 0.87662  -0.6494
C 0.31577 -5.53996 1.40473  -0.1205
C -0.06429 -6.65026 0.67378  -0.0702
C -0.57927 -6.49022 -0.60449  -0.0726
C -0.69798 -5.22176 -1.14149  -0.1242
C -0.30364 -4.09441 -0.42312  -0.6456
S -0.41263 -2.54811 -1.33522  0.5803
H 0.71409 -5.65614 2.40385  0.1023
H 0.04730 -7.63677 1.10261  0.1108
H -0.87989 -7.34965 -1.18819  0.1099
H -1.09460 -5.08740 -2.13946  0.1006
C 4.52012 -3.09362 -3.70516  -0.1031
C 4.94536 -3.65548 -2.35884  -0.2906
S 4.53317 -2.60633 -0.98785  0.6611
O 5.07216 -3.18081 0.21148  -0.2870
O 3.11790 -2.31457 -1.07870  -0.3306
C 5.44521 -1.07704 -1.27337  -0.1868
C 4.61292 0.16088 -1.57356  -0.1019
N 3.55985 0.39192 -0.57422  0.0606
C 2.24518 0.25802 -0.81751  -0.3285
N 1.55158 0.23477 0.32815  -0.0310
C 2.47368 0.31659 1.35007  -0.0359
C 3.69949 0.41708 0.79980  -0.1209
N 4.93112 0.68794 1.49457  -0.3194
O 4.89408 0.61173 2.69900  0.1374
O 5.90327 0.97009 0.81780  0.0966
C 1.63151 0.18578 -2.16661  -0.0067
H 4.70745 -3.83292 -4.48226  0.0866
H 5.08009 -2.19593 -3.97202  0.0727
H 3.45524 -2.86412 -3.70747  0.0757
H 6.01381 -3.86048 -2.28544  0.1123
H 4.40506 -4.57347 -2.11764  0.1151
H 6.12827 -1.24823 -2.10636  0.1137
H 6.05092 -0.94378 -0.37935  0.0938
H 4.11495 0.07402 -2.53502  0.1212
H 5.27494 1.02318 -1.59500  0.1363
H 2.21022 0.34700 2.39420  0.1290
H 2.08649 0.90354 -2.84748  0.0994
H 0.57094 0.42221 -2.08167  0.0657
H 1.73422 -0.82155 -2.57150  0.0669

Summary:
**Molar mass**: 903.30 g/mol
**LUMO level**: -3.40 eV
**HOMO-LUMO gap**: 7.07 eV
**Total charge**: +1



molar mass of number 3 (C32H31AsHfN3O4S4)? 903.30 g/mol



Which of these has the highest molar mass? C48H103N15O13P